1.
A 2-piece molecular cluster, C5H12N2O overall in a non-equilibrium geometry, computed with the ωB97M-V functional and the def2-TZVPD basis.

```
! wB97M-V def2-TZVPD RIJCOSX def2/J DEFGRID3
* xyz 0 1
O -2.5539 0.9411 -0.5823
N -2.1619 -0.1206 1.3987
N 0.0007 -0.6658 -0.4189
C -1.7655 0.5566 0.2611
C 1.8007 0.9017 -0.9329
C 0.9446 0.3644 -0.0149
C -0.2623 -1.0560 -1.8028
C 1.4674 0.1963 1.3997
H -0.6995 -0.2072 -2.3299
H 0.7412 -0.2734 2.0698
H -0.6379 1.1825 0.4241
H -0.2216 -1.3623 0.2868
H -0.9804 -1.8782 -1.8143
H -3.1603 -0.1514 1.5596
H 2.3865 -0.3951 1.4334
H -1.5138 -0.2129 2.1673
H 1.6727 1.1884 1.8110
H 2.6601 1.4738 -0.6039
H 0.6577 -1.3438 -2.3116
H 1.6256 0.8618 -1.9999
*
```

Results
SMILES string: C=C(C)NC.NC=O
Gap between HOMO and LUMO in eV: 9.1
F_max in eV/A: 4.8
DFT total energy in Ha: -382.37532
M in g/mol: 116.2
Energy relative to the best compared isomer or geometry (same formula, charge and spin) in kcal/mol: 79.8

---

2.
One molecule with the formula C10H13N2P in a non-equilibrium geometry, computed with the ωB97M-V functional and the def2-TZVPD basis.

```
! wB97M-V def2-TZVPD RIJCOSX def2/J DEFGRID3
* xyz 0 1
P -1.8251 -2.4439 -0.0014
N 0.6401 -0.5829 0.7905
N 1.7182 -0.1696 -1.3723
C -0.6179 0.1581 0.4814
C -1.6945 2.1603 -0.1017
C -1.7586 -0.5778 0.1618
C 0.5476 2.3755 0.8557
C -0.6571 1.5445 0.4651
C -2.8711 1.4315 -0.3889
C 2.4648 -2.1018 0.0841
C -2.9061 0.0441 -0.2527
C 1.0132 0.8001 -1.7633
C 1.3201 -1.2345 -0.3529
H 1.0395 2.7639 -0.1420
H 2.7626 -3.0124 -0.5475
H 3.4189 -1.4462 0.1181
H 0.4676 -1.4038 1.3541
H -3.7290 -0.6097 -0.4126
H -1.6354 3.1846 -0.2313
H 1.2513 1.7232 1.2706
H -3.7295 2.0520 -0.6968
H 0.5815 -1.9214 -0.9856
H -0.8151 -2.9136 0.9042
H 0.2319 3.1015 1.6731
H 2.4703 -0.5474 -2.0307
H 2.3116 -2.3744 1.1211
*
```

Results
Gap between HOMO and LUMO (spin up / spin down) in eV: 8.6 / 5.7
F_max in eV/A: 3.6
DFT total energy in Ha: -839.49297
M in g/mol: 192.2
Energy relative to the best compared isomer or geometry (same formula, charge and spin) in kcal/mol: 97.9

---

3.
A 9-piece molecular cluster, C29H68B2BrFN11O20 overall in a non-equilibrium geometry, computed with the ωB97M-V functional and the def2-TZVPD basis.

```
! wB97M-V def2-TZVPD RIJCOSX def2/J DEFGRID3
* xyz 1 1
Br 3.3212 -1.8121 4.0134
F 0.9408 2.5896 3.4293
O -4.0104 2.7063 -3.4537
O -0.9816 -7.6235 7.9506
O -4.6002 -4.4483 8.5531
O -1.2165 -1.4845 5.6990
O -2.3782 -3.0589 4.3214
O -1.5722 12.0660 -5.4386
O 8.6284 -3.9301 -8.2116
O -6.3303 5.0509 -7.5859
O -4.1525 8.1301 -7.1767
O -5.4578 -2.7450 9.5501
O -3.1150 8.3037 -9.0552
O -3.6994 -1.6902 0.9205
O -3.1738 12.0270 -3.9976
O -5.6642 3.2905 -8.6347
O 3.9935 -2.4014 -3.9920
O 5.9613 -2.6618 -3.1625
O -4.6006 -1.4690 3.1207
O -2.4057 1.2804 -3.2787
O 6.8578 -3.9438 -6.9889
O -0.4097 -6.2921 6.3553
N -0.4128 0.9379 2.5484
N -4.1035 8.0809 -8.3912
N 7.4762 -4.2258 -7.9999
N 5.2046 -2.3070 -4.0419
N -4.9811 -3.2921 8.5856
N -2.6470 1.8158 1.8657
N -2.7229 11.8684 -5.1138
N -1.5860 0.3801 0.4051
N -5.7135 4.0067 -7.6589
N -1.1952 -6.7110 7.1921
N -3.5002 1.7137 -2.9795
C -4.9434 3.5782 -6.4588
C 1.6483 -2.8236 -0.4605
C -4.8156 -2.4827 7.3452
C 0.3155 -3.3597 2.3819
C 6.7523 -0.0579 1.1190
C 3.3535 0.9389 4.6019
C 5.7877 -1.7089 -5.2729
C -4.2408 0.9707 -1.9241
C 1.2277 2.0854 1.0600
C 5.8651 -1.0910 0.4054
C -2.3052 -0.4219 2.6675
C -1.0445 -1.2162 3.1464
C 2.5234 -0.0414 3.7774
C -2.5155 -6.0325 7.2854
C -0.6656 -2.5503 6.5068
C -3.6727 11.3882 -6.1553
C -5.3436 7.7025 -9.1228
C 0.4160 -4.3444 1.2030
C 6.7435 -4.9959 -9.0424
C -0.4976 -2.1190 2.0059
C 4.7699 -0.4615 -0.4590
C 1.6233 -4.1648 0.2954
C 1.0534 -0.1206 4.2898
C 0.3023 2.1963 2.2854
C 2.5552 2.8466 1.1607
C -0.0858 -0.0557 3.3222
C 2.6544 -1.7822 0.0856
C -1.7489 0.6930 1.7897
C 3.7503 -1.4961 -0.9409
B -3.5944 -1.2410 2.2046
B -1.5373 -1.9529 4.4536
H -1.2022 1.1826 -0.0876
H 0.9298 -1.0239 4.8742
H 6.5292 0.9545 0.7761
H -2.5395 -5.2447 6.5427
H -5.1853 1.4693 -1.7422
H 3.2587 -1.1294 -1.8439
H 1.9251 -3.0258 -1.4958
H 3.2262 1.9553 4.2425
H -0.9477 -0.3853 0.2324
H 4.4093 0.6834 4.5433
H -0.1284 -2.1442 7.3579
H -5.4046 -2.9462 6.5591
H 5.8855 -4.4007 -9.3393
H -3.2813 -6.7782 7.0944
H -2.6378 0.1310 3.5559
H -0.4741 2.9331 2.0830
H 0.9068 0.7131 4.9803
H 6.4177 -5.9249 -8.5848
H -5.3203 2.6073 -6.1539
H 6.6097 -0.0741 2.2005
H 0.6677 2.5075 0.2225
H -4.3851 -0.0471 -2.2727
H -3.7605 -2.4864 7.0849
H 6.4857 -1.7105 -0.2447
H 2.1447 -0.8302 0.2852
H 7.8090 -0.2456 0.9346
H 0.4626 -5.3485 1.6324
H -4.3913 -2.1488 3.7714
H -1.3345 -2.4013 1.3660
H 0.1773 -1.5198 1.3854
H 4.2761 -2.4218 -1.1800
H 4.2545 0.3111 0.1274
H 3.0539 0.8968 5.6490
H 0.0430 -3.1326 5.9097
H -3.1320 11.2902 -7.0890
H 6.8651 -1.6996 -5.1686
H 5.4015 -1.7679 1.1289
H -4.1784 -2.5266 0.8743
H -5.0844 4.3222 -5.6852
H 1.5734 -4.9696 -0.4412
H -5.5888 8.5148 -9.8003
H 1.3222 -3.0575 2.6725
H -5.1186 6.7996 -9.6822
H 2.5573 0.1996 2.7172
H 7.4196 -5.1692 -9.8703
H 2.4787 3.8339 0.7116
H 5.4764 -2.3265 -6.1077
H 3.1067 -2.1618 1.0064
H -2.7376 2.2963 0.9799
H 5.3787 -0.7065 -5.3623
H -4.0595 10.4306 -5.8210
H -2.4369 2.4839 2.5947
H -0.4993 -4.3180 0.6029
H 2.5454 -4.3294 0.8587
H -3.5959 0.9769 -1.0504
H -1.8904 -3.8879 4.2368
H -3.9015 3.5017 -6.7541
H -0.1296 -3.9126 3.2135
H 1.3797 1.0339 0.8107
H 3.3175 2.3048 0.6003
H -4.4710 12.1210 -6.2242
H -1.4496 -3.2310 6.8351
H 5.2491 0.0165 -1.3165
H 0.6353 -2.4114 -0.4810
H -6.1265 7.5270 -8.3966
H 2.9145 2.9396 2.1789
H -5.1641 -1.4813 7.5672
H -2.6204 -5.6410 8.2903
*
```

Results
Gap between HOMO and LUMO in eV: 8.4
F_max in eV/A: 1.1
DFT total energy in Ha: -5975.67817
M in g/mol: 1011.4

---

4.
An isolated ion of composition C3H5Cl2O3P and charge -2 in a non-equilibrium geometry, computed with the ωB97M-V functional and the def2-TZVPD basis.

```
! wB97M-V def2-TZVPD RIJCOSX def2/J DEFGRID3
* xyz -2 1
Cl 1.6634 0.8466 1.2923
Cl -1.4652 1.7955 0.6572
P 0.0109 0.7095 -2.0547
O 0.2431 -0.8080 -2.3599
O -1.0149 1.4602 -2.8968
O 1.3326 1.4848 -1.7687
C 0.0031 -1.1211 1.5985
C -0.6626 0.4895 -0.2846
C 0.4935 -0.1644 0.5312
H -1.3855 -0.4240 -0.2114
H -0.5765 -1.9145 1.3766
H 1.2052 -0.6278 -0.3080
H -0.6827 -0.4941 2.1631
H 0.8357 -1.2322 2.2653
*
```

Results
SMILES string: C[C@H](Cl)[C@@H](Cl)P(=O)([O-])[O-]
Gap between HOMO and LUMO in eV: 5.4
F_max in eV/A: 4.3
DFT total energy in Ha: -1604.81860
M in g/mol: 191.0
Energy relative to the best compared isomer or geometry (same formula, charge and spin) in kcal/mol: 69.3

---

5.
A 5-piece molecular cluster, CH14N2O4 overall in a non-equilibrium geometry, computed with the ωB97M-V functional and the def2-TZVPD basis.

```
! wB97M-V def2-TZVPD RIJCOSX def2/J DEFGRID3
* xyz 0 1
O 0.8178 1.6888 -1.6051
O 4.3755 -2.4130 -0.5627
O 2.5642 0.0495 1.4368
O -1.2389 -2.1052 0.0007
N -0.9769 1.7649 0.7930
N -2.9330 0.4050 -0.3121
C -2.3603 1.7740 0.3110
H 4.2338 -3.2068 -1.0625
H 0.6547 0.8778 -2.2435
H -2.9286 1.9461 1.2402
H -1.7115 -2.7485 -0.5162
H -0.0132 1.5482 -1.0567
H 3.7611 -2.5926 0.2466
H 2.8057 -0.2035 0.4849
H -2.7925 -0.2866 0.4088
H 2.5095 -0.8889 1.7231
H -0.7422 0.9444 1.4053
H -2.3207 0.1133 -1.0255
H -0.7849 2.6312 1.2346
H -2.5340 2.6064 -0.4321
H -0.3856 -1.9044 -0.4686
*
```

Results
SMILES string: NCN.O.O.O.O
Gap between HOMO and LUMO in eV: 9.2
F_max in eV/A: 4.2
DFT total energy in Ha: -456.90224
M in g/mol: 118.1
Energy relative to the best compared isomer or geometry (same formula, charge and spin) in kcal/mol: 48.6

---

6.
One molecule with the formula C4H10NO3PS2 in a non-equilibrium geometry, computed with the ωB97M-V functional and the def2-TZVPD basis.

```
! wB97M-V def2-TZVPD RIJCOSX def2/J DEFGRID3
* xyz 0 1
S 1.9923 -1.9000 0.3919
S -1.9436 1.3022 1.0742
P -0.0540 0.3148 0.2474
O 0.1276 0.8882 -1.1937
O 1.0500 1.1745 1.0189
O -0.0522 -3.5168 -1.0406
N -1.7928 -1.9734 -1.0040
C -0.4327 -2.2734 -0.7462
C 0.5401 -1.4772 -0.1853
C 1.4159 1.0654 2.4155
C -0.1290 2.1607 -1.7085
H -1.8409 -1.0376 -1.4252
H -2.0774 -2.6324 -1.7085
H -0.6089 2.7567 -0.9931
H 0.7470 2.7332 -1.9866
H 0.8714 -3.6185 -0.6508
H 2.5456 0.8825 2.4004
H 1.4283 2.1354 2.6398
H 0.6686 0.5507 2.9719
H -0.6541 1.9726 -2.6784
H -1.8013 0.4922 2.1606
*
```

Results
Gap between HOMO and LUMO in eV: 5.8
F_max in eV/A: 4.4
DFT total energy in Ha: -1576.55340
M in g/mol: 215.2
Energy relative to the best compared isomer or geometry (same formula, charge and spin) in kcal/mol: 30.5

---

7.
C21H20IrN5O4S2 as an isolated structure, computed with the ωB97M-V functional and the def2-TZVPD basis.

```
! wB97M-V def2-TZVPD RIJCOSX def2/J DEFGRID3
* xyz 1 2
Ir -0.6763 -0.2762 0.2997
S -2.2262 -4.6965 -0.0442
S -2.0882 -1.7342 -0.7340
O -2.3392 0.9075 0.6604
O 1.6658 -0.5618 -3.7392
O 0.7527 -1.7035 -2.0474
O -3.6233 2.4531 -0.3006
N -1.0875 -2.9796 1.4675
N -0.8605 0.6964 -1.5504
N -0.7305 -1.6972 1.7667
N 1.3303 0.0232 0.0654
N -0.1324 0.7906 2.1140
C -2.1566 2.3206 -2.7088
C -0.3795 1.1792 -3.8199
C 2.0987 -2.2421 0.9796
C 0.4407 1.8523 4.6043
C 1.9363 1.2555 -0.2458
C 0.1039 2.0853 2.2521
C 0.1729 0.4977 4.4647
C -0.1545 0.4394 -2.6732
C -1.3799 2.1432 -3.8341
C -0.1130 -0.0011 3.2079
C -1.7096 -3.0893 0.3392
C 1.3438 2.4980 -0.8500
C 3.4958 -0.1403 0.6139
C 3.2552 1.1638 0.0927
C 0.3987 2.6568 3.4830
C -2.6974 1.6862 -0.3245
C -1.8625 1.5712 -1.5821
C -0.4367 -1.3934 2.9738
C -3.0412 -4.4953 -1.6416
C 2.3081 -0.8099 0.5969
C 0.8114 -0.7198 -2.7297
H 2.9685 -2.8224 0.6753
H 4.4416 -0.5562 0.9229
H 0.1713 -0.1712 5.3142
H 0.5961 3.7173 3.5399
H -2.9844 3.0137 -2.6570
H 2.0538 3.3064 -0.6837
H 3.9796 1.9485 -0.0613
H -2.3304 -4.2080 -2.4121
H 0.3919 2.8182 -0.4266
H 1.2364 -2.6746 0.4736
H 0.2171 0.9768 -4.6964
H 0.6709 2.2688 5.5751
H 1.9887 -2.3804 2.0566
H -1.5619 2.7229 -4.7289
H 1.2016 2.4340 -1.9270
H 2.2387 -1.3437 -3.7764
H 0.0597 2.6869 1.3580
H -3.4442 -5.4794 -1.8726
H -0.4524 -2.1511 3.7475
H -3.8621 -3.7858 -1.5777
*
```

Results
Gap between HOMO and LUMO (spin up / spin down) in eV: 6.2 / 5.2
F_max in eV/A: 0.7
<S²>: 0.758
DFT total energy in Ha: -2287.48068
M in g/mol: 662.8
Energy relative to the best compared isomer or geometry (same formula, charge and spin) in kcal/mol: 28.9

---

8.
A 9-piece molecular cluster, C7H30NO8 overall in a non-equilibrium geometry, computed with the ωB97M-V functional and the def2-TZVPD basis.

```
! wB97M-V def2-TZVPD RIJCOSX def2/J DEFGRID3
* xyz 1 1
O -1.3433 0.2636 -3.8591
O -0.9034 -1.2244 2.9719
O 0.5833 3.0425 0.1275
O -0.1736 3.5729 -2.6265
O 1.7126 -3.0051 -2.1202
O 3.5454 -0.8136 1.9992
O 1.2737 0.1478 3.6170
O 1.8579 3.2208 2.3727
N 1.5571 0.4884 0.8084
C -2.4884 -1.5777 -0.2067
C -1.5557 -0.3622 -0.1403
C -2.9942 -1.9480 -1.5385
C -1.9068 0.8978 0.0831
C -2.3568 -2.8504 -2.2574
C 0.9755 0.2317 -0.5750
C -0.1421 -0.8109 -0.4851
H -1.6241 -0.5907 3.0091
H -0.0447 -1.5798 -1.2684
H 0.7166 3.5693 0.9297
H -1.9126 -2.4054 0.2620
H -1.4865 -3.3885 -1.8839
H 1.7276 -0.0492 -1.3251
H -1.0445 -1.9757 3.5607
H -3.2231 -1.2792 0.5855
H 3.0378 -0.8897 2.8241
H 1.0126 0.9224 4.1219
H 2.0606 -2.4350 -1.4443
H -2.2362 0.4862 -4.1568
H 1.4375 2.5389 2.8939
H -2.6317 -3.1085 -3.2726
H 0.5998 1.1600 -0.9932
H 2.5198 0.0888 0.8706
H -0.5482 3.4552 -3.5021
H 4.3158 -0.3830 2.3928
H -2.9045 1.2211 0.3747
H 2.7964 3.2536 2.5532
H 2.0197 -3.9260 -2.0951
H 0.9655 0.0737 1.5242
H 0.6153 3.0282 -2.7254
H -1.1426 -0.6286 -4.1351
H -3.7495 -1.2643 -1.9324
H -1.1288 1.6401 0.0873
H 0.5865 -0.5143 3.8559
H -0.0155 -1.4432 0.4043
H 0.1965 3.6346 -0.5435
H 1.4430 1.5156 0.8568
*
```

Results
Gap between HOMO and LUMO in eV: 9.1
F_max in eV/A: 3.3
DFT total energy in Ha: -941.10689
M in g/mol: 256.3
Energy relative to the best compared isomer or geometry (same formula, charge and spin) in kcal/mol: 63.0

---

Q: Among the records above, which one has the lowest DFT total energy?
A: C29H68B2BrFN11O20

---

Repeat the eighth record exactly.
A 9-piece molecular cluster, C7H30NO8 overall in a non-equilibrium geometry, computed with the ωB97M-V functional and the def2-TZVPD basis.

```
! wB97M-V def2-TZVPD RIJCOSX def2/J DEFGRID3
* xyz 1 1
O -1.3433 0.2636 -3.8591
O -0.9034 -1.2244 2.9719
O 0.5833 3.0425 0.1275
O -0.1736 3.5729 -2.6265
O 1.7126 -3.0051 -2.1202
O 3.5454 -0.8136 1.9992
O 1.2737 0.1478 3.6170
O 1.8579 3.2208 2.3727
N 1.5571 0.4884 0.8084
C -2.4884 -1.5777 -0.2067
C -1.5557 -0.3622 -0.1403
C -2.9942 -1.9480 -1.5385
C -1.9068 0.8978 0.0831
C -2.3568 -2.8504 -2.2574
C 0.9755 0.2317 -0.5750
C -0.1421 -0.8109 -0.4851
H -1.6241 -0.5907 3.0091
H -0.0447 -1.5798 -1.2684
H 0.7166 3.5693 0.9297
H -1.9126 -2.4054 0.2620
H -1.4865 -3.3885 -1.8839
H 1.7276 -0.0492 -1.3251
H -1.0445 -1.9757 3.5607
H -3.2231 -1.2792 0.5855
H 3.0378 -0.8897 2.8241
H 1.0126 0.9224 4.1219
H 2.0606 -2.4350 -1.4443
H -2.2362 0.4862 -4.1568
H 1.4375 2.5389 2.8939
H -2.6317 -3.1085 -3.2726
H 0.5998 1.1600 -0.9932
H 2.5198 0.0888 0.8706
H -0.5482 3.4552 -3.5021
H 4.3158 -0.3830 2.3928
H -2.9045 1.2211 0.3747
H 2.7964 3.2536 2.5532
H 2.0197 -3.9260 -2.0951
H 0.9655 0.0737 1.5242
H 0.6153 3.0282 -2.7254
H -1.1426 -0.6286 -4.1351
H -3.7495 -1.2643 -1.9324
H -1.1288 1.6401 0.0873
H 0.5865 -0.5143 3.8559
H -0.0155 -1.4432 0.4043
H 0.1965 3.6346 -0.5435
H 1.4430 1.5156 0.8568
*
```

Results
Gap between HOMO and LUMO in eV: 9.1
F_max in eV/A: 3.3
DFT total energy in Ha: -941.10689
M in g/mol: 256.3
Energy relative to the best compared isomer or geometry (same formula, charge and spin) in kcal/mol: 63.0

---

Q: What is the formula in the second record?
A: C10H13N2P